No. 1
Formula: C3H9N5O3
Source: the Open Molecules 2025 dataset
Level of theory: ωB97M-V/def2-TZVPD

Cartesian coordinates (Å):
H 1.248 -1.715 -0.555
N -1.760 1.573 0.968
H 1.755 -0.759 -2.773
C 0.301 0.127 -0.212
C -0.489 -0.401 0.971
N 2.203 -0.289 -1.869
H 2.255 -0.331 0.403
H 2.366 0.663 -1.953
O -2.109 -1.711 1.650
H -2.770 1.560 1.068
N -1.614 -1.120 0.777
O -0.910 -1.037 3.017
H 0.350 1.161 -0.043
H -1.595 2.005 0.078
C 1.610 -0.631 -0.535
H 3.105 -0.742 -2.109
N -0.518 0.095 -1.472
N -0.169 -0.518 2.244
H -1.564 2.049 1.822
O -1.697 0.021 -1.476

Results
- E_LUMO (spin up / spin down) (hartree) = -0.3937 / -0.3953
- HOMO-LUMO gap (spin up / spin down) (eV) = 6.918 / 6.870
- net charge = +2
- energy above the lowest of the compared OMol25 structures with the same formula, charge and spin (eV) = 0.7663
- HOMO energy (spin up / spin down) (eV) = -17.631 / -17.628

No. 2
Formula: C9H14S
Source: the Open Molecules 2025 dataset
Level of theory: ωB97M-V/def2-TZVPD

Cartesian coordinates (Å):
H 2.824 -1.614 -0.132
C -2.004 0.762 1.277
C 1.779 2.003 -0.471
C 1.698 -0.244 -1.287
C -2.184 -0.757 1.441
C 1.475 1.115 -1.503
C 2.393 -0.592 -0.051
C 2.706 0.315 0.917
H -1.383 -1.301 0.995
H -2.099 -0.922 2.534
H -2.731 1.324 1.901
H 1.083 -2.205 -1.340
H 1.509 3.102 -0.480
H -3.022 -0.691 -0.688
C 1.246 -1.338 -2.144
H -2.446 1.077 0.307
H 2.768 2.449 1.364
H 2.038 -1.521 -2.950
H 3.403 0.115 1.818
H 0.315 -1.308 -2.673
C 2.543 1.603 0.624
H -0.936 0.937 1.342
S -3.756 -1.130 0.473
H 0.871 1.429 -2.387

Results
- SMILES = Cc1ccccc1.CCS
- E_LUMO (hartree) = 0.0262
- HOMO-LUMO gap (eV) = 9.590
- net charge = 0
- energy above the lowest of the compared OMol25 structures with the same formula, charge and spin (eV) = 2.0966
- HOMO energy (eV) = -8.877

No. 3
Formula: C5H36O13S
Source: the Open Molecules 2025 dataset
Level of theory: ωB97M-V/def2-TZVPD

Cartesian coordinates (Å):
H -2.844 1.821 1.613
S -0.433 -0.927 -3.829
H -3.959 -1.811 0.106
C -0.163 0.049 1.189
O -0.562 3.019 4.335
H -0.019 3.086 3.621
O 1.874 2.869 1.423
O 3.770 -0.273 -1.923
H -0.053 -1.795 0.280
H 3.007 2.235 -0.070
H 3.846 -0.899 1.382
O -2.888 -3.249 1.216
H 0.128 1.003 -5.124
H -0.615 1.056 0.855
C 0.257 0.784 -4.101
H -0.724 -0.121 2.175
O 0.054 -4.069 1.109
H 1.332 0.706 -3.994
H -1.245 2.378 4.077
O -4.289 -0.894 -0.173
O -0.438 4.577 0.306
H 0.421 -4.267 1.935
H -0.963 0.530 -1.530
H 1.522 1.874 1.660
H 4.359 -0.006 -2.628
H -3.608 0.870 -0.240
H 1.829 -0.300 0.837
H 4.582 2.068 -0.079
H 1.152 3.093 0.850
O -2.729 1.464 2.495
O 3.357 -0.835 0.425
H -0.708 -2.418 -2.120
H -1.536 -1.539 0.576
H -2.410 -3.275 2.064
H -1.174 4.322 -0.325
H 0.760 -4.445 0.517
C -1.020 -0.594 -1.130
H 3.419 -3.666 -1.085
H -2.139 -0.769 -1.389
H 0.842 -1.881 -2.191
H -0.220 1.411 -3.352
H -0.936 4.143 1.116
O 3.264 -3.268 -0.231
O 3.885 2.379 -0.617
C -0.638 -0.994 0.174
O 1.142 0.110 1.393
H -4.810 -1.263 -0.785
H 3.537 -2.341 -0.249
H -3.692 1.650 2.768
H -4.638 1.887 -0.133
C -0.127 -1.435 -2.164
H 3.205 0.535 -1.660
O -3.722 1.823 0.095
H 4.120 -0.539 -0.105
H -2.364 -3.870 0.638

Results
- E_LUMO (hartree) = -0.0001
- HOMO-LUMO gap (eV) = 8.264
- net charge = 0
- energy above the lowest of the compared OMol25 structures with the same formula, charge and spin (eV) = 3.1877
- HOMO energy (eV) = -8.265